A structure of composition C2H46O22V. Source: the Open Molecules 2025 dataset; level of theory: wB97M-V/def2-TZVPD.

Element x y z (Å)
V: 9.111 10.393 7.988
C: 12.933 4.588 7.317
O: 12.412 5.370 8.401
H: 13.997 4.369 7.491
H: 12.355 3.650 7.167
H: 12.740 5.293 6.533
C: 9.930 12.558 9.739
O: 9.270 11.926 8.640
H: 9.718 11.967 10.668
H: 11.003 12.772 9.551
H: 9.399 13.459 10.051
O: 4.846 5.162 6.266
H: 5.123 5.270 5.360
H: 4.175 4.472 6.283
O: 14.020 11.629 5.144
H: 14.758 11.998 5.695
H: 13.601 12.423 4.797
O: 12.991 9.436 8.977
H: 12.250 9.799 8.455
H: 13.319 8.726 8.413
O: 7.020 10.425 8.828
H: 6.762 10.780 9.704
H: 6.609 9.555 8.712
O: 9.782 9.346 9.626
H: 10.741 9.352 9.674
H: 9.414 9.208 10.521
O: 8.405 8.280 7.137
H: 7.442 8.003 6.985
H: 9.190 7.706 6.765
O: 7.778 13.909 5.868
H: 6.919 13.895 5.538
H: 7.799 14.613 6.537
O: 10.204 7.254 4.935
H: 10.706 8.124 4.809
H: 10.486 6.927 4.020
O: 9.847 10.994 4.313
H: 10.314 11.902 4.457
H: 10.587 10.337 4.308
O: 7.234 6.689 9.812
H: 8.139 7.054 9.778
H: 7.122 6.367 8.945
O: 6.780 5.889 12.425
H: 5.941 5.480 12.548
H: 6.674 6.211 11.511
O: 8.506 8.520 11.969
H: 9.385 8.382 12.407
H: 7.867 8.016 12.438
O: 5.287 7.909 7.131
H: 5.059 6.949 6.891
H: 4.995 8.457 6.327
O: 7.981 11.105 6.281
H: 7.711 12.082 6.281
H: 8.476 10.951 5.414
O: 10.786 10.190 7.480
H: 10.986 10.507 6.560
H: 12.581 4.806 9.217
O: 11.372 13.493 6.152
H: 10.685 12.869 6.277
H: 12.073 13.295 6.777
O: 12.176 9.706 5.059
H: 12.906 10.309 5.142
H: 12.081 9.230 5.882
O: 13.499 12.532 8.135
H: 14.065 12.973 8.789
H: 13.783 11.644 8.135
O: 11.759 8.167 11.321
H: 12.627 8.508 11.232
H: 11.686 7.463 10.603
O: 7.263 10.954 11.590
H: 7.436 10.115 12.027
H: 7.155 11.636 12.289

Output
Total charge   +1
Multiplicity   3
HOMO-LUMO gap (alpha / beta)   7.928 / 10.292 eV
LUMO energy (alpha / beta)   -2.17 / -2.17 eV

A cluster of 22 separate species, C2H46O23 in total. Source: the Open Molecules 2025 dataset; level of theory: wB97M-V/def2-TZVPD.

Element x y z (Å)
O: -0.056 -1.399 -0.679
C: 0.260 -0.050 -0.608
C: -0.341 0.339 0.689
O: -0.651 1.691 0.445
H: -0.205 0.383 -1.483
H: 1.324 0.110 -0.748
H: 0.350 0.146 1.490
H: -1.260 -0.131 0.864
O: -0.268 -4.006 -1.000
H: -0.186 -4.149 -1.955
H: -0.228 -3.069 -0.868
O: -0.764 -1.149 -3.409
H: -1.183 -1.971 -3.373
H: -0.500 -0.956 -2.530
O: -2.148 1.341 -3.460
H: -2.263 0.490 -3.897
H: -3.000 1.720 -3.472
O: -3.102 1.116 -0.572
H: -2.917 0.736 -1.461
H: -2.253 1.402 -0.210
O: 4.355 -1.033 -1.775
H: 4.618 -0.639 -0.954
H: 3.504 -1.412 -1.596
O: 3.440 1.598 -2.000
H: 4.324 1.907 -2.177
H: 3.565 0.705 -1.543
O: -2.807 -0.834 2.650
H: -3.362 -0.888 3.412
H: -3.154 -0.086 2.149
O: -2.663 -3.082 -2.821
H: -3.613 -3.173 -2.803
H: -2.338 -2.601 -2.063
O: -2.486 3.269 1.343
H: -1.688 2.688 1.286
H: -3.190 2.696 1.583
O: -0.892 1.571 3.345
H: -1.731 1.281 3.790
H: -0.849 1.184 2.453
O: 1.743 2.702 0.167
H: 2.417 2.176 -0.269
H: 0.952 2.095 0.106
O: 1.895 -2.323 0.671
H: 1.950 -1.809 1.475
H: 1.206 -1.945 0.113
O: 0.502 4.125 2.712
H: 1.131 4.225 3.437
H: 0.038 3.253 2.890
O: 2.095 1.585 2.584
H: 1.391 0.976 2.509
H: 1.948 2.107 1.814
O: -2.567 -1.866 -0.421
H: -1.655 -1.519 -0.548
H: -3.034 -1.093 -0.166
O: -0.206 2.888 -2.006
H: -0.216 2.607 -1.041
H: 0.340 2.238 -2.480
O: 1.334 1.483 -3.807
H: 1.816 1.224 -4.561
H: 1.989 1.341 -3.112
O: 1.800 -2.206 -2.310
H: 1.970 -3.138 -2.003
H: 1.054 -1.855 -1.859
O: 2.123 -1.189 3.177
H: 2.905 -0.656 3.324
H: 2.192 -1.957 3.729
O: -0.117 -0.865 4.508
H: 0.553 -1.175 3.917
H: -0.522 -0.166 4.024
O: -0.764 -2.705 1.942
H: -0.614 -2.267 1.105
H: -1.264 -2.013 2.363

Output
Total charge   -2
HOMO-LUMO gap   7.146 eV
ΔE to the lowest compared entry with this formula, charge and spin   81.9 kcal/mol
LUMO energy   4.47 eV